## P
{
  "formula": "C3H5N2",
  "method": "wB97M-V/def2-TZVPD",
  "elements": ["N", "N", "C", "C", "C", "H", "H", "H", "H", "H"],
  "positions_angstrom": [[0.1213, -0.4577, 0.1315], [1.0963, 1.2614, -0.1241], [-0.1440, 0.8646, -0.0146], [1.5876, 0.0076, 0.2365], [-1.4185, 1.0379, 0.1879], [1.9912, -0.2143, 1.2364], [2.2513, -0.4071, -0.6131], [-2.2558, 0.2556, 0.0217], [-1.8981, 2.1157, 0.3939], [-0.2502, -0.9656, 0.8929]],
  "s2": 2.0271,
  "homo_energy_ha": [-0.5618, -0.6202],
  "total_charge": 1,
  "lumo_ha": [-0.1271, -0.3238],
  "orbital_gap_ha": [0.435, 0.296],
  "spin_multiplicity": 3
}


## Q
{
  "formula": "C3H5N2",
  "method": "wB97M-V/def2-TZVPD",
  "elements": ["N", "N", "C", "C", "C", "H", "H", "H", "H", "H"],
  "positions_angstrom": [[0.7184, 0.5247, 1.2823], [0.8542, -0.9520, -0.1121], [-0.9026, 0.5020, -0.3563], [0.6870, 0.5911, -0.1492], [-0.2699, -0.3761, 0.7239], [1.6877, -1.1438, 0.5560], [0.3770, 1.3127, 1.8066], [-1.2037, 0.0307, -1.2799], [0.7660, -1.6049, -0.9018], [-1.5820, 1.4359, -0.2013]],
  "s2": 2.0044,
  "homo_energy_ha": [-0.4678, -0.6096],
  "total_charge": 1,
  "lumo_ha": [-0.1263, -0.3210],
  "orbital_gap_ha": [0.342, 0.289],
  "spin_multiplicity": 3
}


## R
{
  "formula": "C3H5N2",
  "method": "wB97M-V/def2-TZVPD",
  "elements": ["N", "N", "C", "C", "C", "H", "H", "H", "H", "H"],
  "positions_angstrom": [[-0.7140, 0.2607, -1.1475], [0.5346, -0.1266, 2.6945], [0.4522, 0.2693, -0.6044], [-0.0950, -0.1455, 1.7076], [0.1101, -0.7154, 0.4944], [0.8922, 1.1555, 0.0914], [-1.1560, -0.0286, -1.9441], [-0.2315, -1.8329, 0.7354], [-1.2390, 0.9572, -0.7257], [1.4462, 0.2064, -1.3015]],
  "s2": 2.0361,
  "homo_energy_ha": [-0.5080, -0.6134],
  "total_charge": 1,
  "lumo_ha": [-0.1572, -0.3468],
  "orbital_gap_ha": [0.351, 0.267],
  "spin_multiplicity": 3
}


P comes first in stability; the runner-up is 39.7 kcal/mol higher.


## P
{
  "formula": "C3H8N2S",
  "method": "wB97M-V/def2-TZVPD",
  "elements": ["S", "N", "N", "C", "C", "C", "H", "H", "H", "H", "H", "H", "H", "H"],
  "positions_angstrom": [[3.6683, -0.1791, -0.1402], [0.8351, -0.3357, 0.0605], [-0.4415, -0.1360, 0.4866], [2.1957, -0.0162, 0.5794], [-1.4874, -1.1027, -0.1513], [-0.6124, 1.2279, -0.0727], [-0.4298, 1.1946, -1.1580], [1.9159, 0.0055, 1.6531], [-1.4518, -0.7847, -1.1725], [-2.3362, -0.6715, 0.4548], [0.0881, 2.0235, 0.1461], [-1.1974, -2.2141, 0.2189], [0.9939, -0.5539, -0.8949], [-1.7405, 1.5422, -0.0099]],
  "homo_energy_ha": -0.3188,
  "total_charge": 0,
  "lumo_ha": 0.0155,
  "smiles": "CN(C)NC=S",
  "orbital_gap_ha": 0.334
}


## Q
{
  "formula": "C3H8N2S",
  "method": "wB97M-V/def2-TZVPD",
  "elements": ["S", "N", "N", "C", "C", "C", "H", "H", "H", "H", "H", "H", "H", "H"],
  "positions_angstrom": [[1.4315, -0.5519, 0.0212], [-2.1064, 0.1377, -0.5241], [-3.2934, -0.4891, 0.0052], [-1.1196, 0.3241, 0.3118], [0.1113, 0.8551, 0.0579], [3.1436, 0.1397, -0.0975], [-1.3565, 0.2587, 1.3388], [-3.4723, -0.2632, 0.9646], [0.4917, 1.6750, 0.6663], [-4.0888, 0.0544, -0.2317], [3.6335, -0.8839, 0.0250], [3.3516, 0.6700, 0.9582], [3.3459, 0.5796, -1.0238], [0.1777, 1.2862, -1.0375]],
  "homo_energy_ha": -0.3185,
  "total_charge": 0,
  "lumo_ha": 0.0325,
  "smiles": "CSC/C=N/N",
  "orbital_gap_ha": 0.351
}


Q comes first in stability; the runner-up is 16.7 kcal/mol higher.


## P
{
  "formula": "C20H22N2O3",
  "method": "wB97M-V/def2-TZVPD",
  "elements": ["O", "O", "O", "N", "N", "C", "C", "C", "C", "C", "C", "C", "C", "C", "C", "C", "C", "C", "C", "C", "C", "C", "C", "C", "C", "H", "H", "H", "H", "H", "H", "H", "H", "H", "H", "H", "H", "H", "H", "H", "H", "H", "H", "H", "H", "H", "H"],
  "positions_angstrom": [[6.3506, 0.1144, 0.5291], [0.7054, -2.5361, -0.2987], [5.5096, -0.1669, -1.5976], [-3.6484, 0.4097, -0.0575], [-0.9259, 1.5826, -1.2820], [-0.0511, -0.3172, 0.1038], [-1.0136, 1.6940, 1.2120], [2.4138, -0.9817, 0.2263], [-2.2213, 1.2296, -1.8328], [-2.9439, -1.1903, -1.6700], [6.6606, 0.1572, -0.8475], [-0.8987, 2.4430, -0.1186], [2.9269, -0.8214, 1.5045], [0.0467, 0.5294, -1.1983], [3.2218, -0.7947, -0.9010], [0.0736, 0.6254, 1.3007], [5.0343, -0.2527, 0.6063], [-4.3208, -1.8602, 0.1584], [-2.9726, 0.1028, -1.1586], [-3.6288, -2.1872, -0.9936], [-4.3071, -0.5372, 0.5939], [0.9910, -1.4032, 0.0129], [4.2541, -0.4546, 1.7179], [-5.0346, -0.1175, 1.8336], [4.5247, -0.4232, -0.6829], [-0.0314, 0.0634, 2.2311], [-4.6123, -0.6169, 2.7046], [-2.8408, 2.1283, -1.7973], [4.6544, -0.3352, 2.7104], [-6.0864, -0.3892, 1.7664], [0.0588, 2.9790, -0.1442], [-2.3934, -1.4121, -2.5713], [2.2926, -1.0024, 2.3578], [1.0406, 0.9923, -1.2248], [-0.9102, 2.4021, 2.0356], [-1.7025, 3.1748, -0.2090], [-0.0583, -0.1201, -2.0697], [-4.8646, -2.6090, 0.7139], [-1.9990, 1.2312, 1.2756], [-4.9482, 0.9575, 1.9624], [-2.0583, 0.9598, -2.8825], [-1.0290, -0.8068, 0.1280], [1.0571, 1.1021, 1.2950], [-3.6190, -3.2033, -1.3602], [7.0037, 1.1689, -1.1168], [7.4609, -0.5676, -1.0681], [2.8390, -0.9409, -1.8970]],
  "homo_energy_ha": -0.2968,
  "total_charge": 0,
  "lumo_ha": 0.0287,
  "smiles": "Cc1cccc(CN2CCC[C@H](C(=O)c3ccc4c(c3)OCO4)C2)n1",
  "orbital_gap_ha": 0.326
}


## Q
{
  "formula": "C20H22N2O3",
  "method": "wB97M-V/def2-TZVPD",
  "elements": ["O", "O", "O", "N", "N", "C", "C", "C", "C", "C", "C", "C", "C", "C", "C", "C", "C", "C", "C", "C", "C", "C", "C", "C", "C", "H", "H", "H", "H", "H", "H", "H", "H", "H", "H", "H", "H", "H", "H", "H", "H", "H", "H", "H", "H", "H", "H"],
  "positions_angstrom": [[3.0918, -4.6012, 3.2205], [4.0394, -1.1873, 3.0432], [0.4133, 2.5669, -0.9230], [2.2079, -2.7464, 2.2315], [1.1323, -3.3583, 1.7025], [-5.9097, 1.8693, -4.9238], [5.5738, -3.0723, 3.1055], [-3.6773, 1.7113, -4.0544], [1.5151, 0.5797, -0.3977], [0.3137, 1.2870, -0.4772], [1.5391, -0.7193, 0.0589], [3.1125, -3.4166, 2.9898], [0.3239, -2.7399, 0.9418], [-0.7571, 3.3532, -1.0289], [-4.6284, 1.3457, -4.9870], [4.1046, -2.5171, 5.0777], [0.3592, -1.3605, 0.4493], [-6.2367, 2.7575, -3.9129], [-3.0234, 3.0294, -2.0284], [-5.2885, 3.1199, -2.9758], [-0.8385, -0.6569, 0.3312], [-1.7041, 2.8693, -2.0864], [4.2229, -2.5031, 3.5496], [-3.9898, 2.6113, -3.0347], [-0.8699, 0.6498, -0.1146], [-1.2244, 2.3918, -2.9285], [-4.3707, 0.6454, -5.7682], [4.1121, -3.5438, 5.4310], [2.4222, 1.0754, -0.7055], [-1.2602, 3.4348, -0.0554], [-3.4481, 3.5403, -1.1711], [-2.6883, 1.2828, -4.1094], [-7.2350, 3.1663, -3.8537], [2.4776, -1.2538, 0.0622], [4.7390, -0.6308, 3.4037], [5.6235, -4.1251, 3.3662], [-0.5366, -3.3304, 0.6513], [6.3913, -2.5429, 3.5926], [-0.3787, 4.3461, -1.3026], [4.9356, -1.9774, 5.5298], [3.1714, -2.0471, 5.3811], [5.6804, -2.9724, 2.0273], [2.3446, -1.7419, 2.1197], [-1.7635, -1.1411, 0.6092], [-5.5496, 3.8135, -2.1888], [-1.8184, 1.1568, -0.1922], [-6.6501, 1.5822, -5.6555]],
  "homo_energy_ha": -0.3058,
  "total_charge": 0,
  "lumo_ha": 0.0180,
  "smiles": "CC(C)(O)C(=O)N/N=C\\c1ccc(OC/C=C/c2ccccc2)cc1",
  "orbital_gap_ha": 0.324
}


P comes first in stability; the runner-up is 14.2 kcal/mol higher.


## P
{
  "formula": "C5H5ClO2",
  "method": "wB97M-V/def2-TZVPD",
  "elements": ["Cl", "O", "O", "C", "C", "C", "C", "C", "H", "H", "H", "H", "H"],
  "positions_angstrom": [[-3.0842, -0.1350, -0.6840], [1.4256, 0.1660, -1.9393], [0.1486, -0.8262, 1.1861], [1.7324, -0.3653, -0.6941], [-0.4535, 1.0911, 0.0096], [0.7844, 0.2051, 0.3837], [-0.9984, -1.0535, 0.5852], [-1.4773, -0.1255, -0.2163], [-0.0021, 1.8340, -0.9254], [1.5006, 0.8346, 1.0745], [-0.6269, 1.7075, 0.9928], [-1.4469, -2.2489, 0.4790], [2.4978, -1.0838, -0.2519]],
  "homo_energy_ha": -0.3225,
  "total_charge": 0,
  "lumo_ha": -0.0169,
  "smiles": "O=C[C@H]1CC(Cl)=CO1",
  "orbital_gap_ha": 0.306
}


## Q
{
  "formula": "C5H5ClO2",
  "method": "wB97M-V/def2-TZVPD",
  "elements": ["Cl", "O", "O", "C", "C", "C", "C", "C", "H", "H", "H", "H", "H"],
  "positions_angstrom": [[-0.0892, 2.9106, 0.5273], [-0.8205, -0.9013, 0.9617], [0.6291, -1.3512, -2.3413], [0.2663, -0.8317, -0.0166], [-0.2591, -1.2252, -1.3450], [0.8396, 0.5086, 0.0190], [-1.1102, 0.4531, 1.2225], [-0.1949, 1.2413, 0.7094], [1.9125, 0.9279, 0.4699], [0.9210, 0.8543, -0.9800], [0.9653, -1.5130, 0.3373], [-1.2485, -1.6620, -1.6091], [-1.8114, 0.5886, 2.0450]],
  "homo_energy_ha": -0.3310,
  "total_charge": 0,
  "lumo_ha": -0.0033,
  "smiles": "O=C[C@H]1CC(Cl)=CO1",
  "orbital_gap_ha": 0.328
}


Q comes first in stability; the runner-up is 40.5 kcal/mol higher.


## P
{
  "formula": "C6H16",
  "method": "wB97M-V/def2-TZVPD",
  "elements": ["C", "C", "C", "C", "C", "C", "H", "H", "H", "H", "H", "H", "H", "H", "H", "H", "H", "H", "H", "H", "H", "H"],
  "positions_angstrom": [[-0.0722, -1.5820, -1.3667], [2.4798, 1.1268, 2.0008], [1.1725, 0.5123, 1.5086], [-1.4284, -1.5748, -2.0680], [-2.2798, -0.4192, -1.5878], [0.0744, 1.5925, 1.3269], [0.7700, -0.2168, 2.2151], [-1.8811, -2.5505, -1.9103], [-1.2542, -1.4945, -3.1439], [-1.8453, 0.5150, -1.9610], [-2.2618, -0.3183, -0.4967], [0.4901, -0.6703, -1.5575], [1.3082, 0.0354, 0.5477], [0.5248, 2.5808, 1.3712], [2.6574, 2.0713, 1.4722], [-0.4572, 1.4206, 0.3978], [-0.6685, 1.5897, 2.1228], [3.3284, 0.4518, 1.9426], [-3.3346, -0.4251, -1.8804], [-0.2242, -1.6669, -0.2857], [0.5261, -2.4381, -1.6904], [2.3757, 1.4604, 3.0428]],
  "homo_energy_ha": -0.4165,
  "total_charge": 0,
  "lumo_ha": 0.0423,
  "smiles": "CCC.CCC",
  "orbital_gap_ha": 0.459
}


## Q
{
  "formula": "C6H16",
  "method": "wB97M-V/def2-TZVPD",
  "elements": ["C", "C", "C", "C", "C", "C", "H", "H", "H", "H", "H", "H", "H", "H", "H", "H", "H", "H", "H", "H", "H", "H"],
  "positions_angstrom": [[-0.7857, 1.3928, -1.3639], [-0.1705, -2.3481, 1.4980], [0.3437, -1.9825, 0.1331], [-1.2421, -1.3470, 1.9380], [1.2988, 2.7817, -1.0170], [0.7449, 1.3802, -1.2007], [-1.2313, 1.7555, -0.4452], [-1.9127, -1.6795, 2.7461], [0.4968, -2.5610, 2.3319], [0.9008, -1.0500, 0.2464], [-1.1230, 0.3682, -1.5431], [0.5112, 3.4095, -0.5935], [-1.2532, 1.9743, -2.1524], [-0.3688, -1.5392, -0.5882], [-0.7925, -0.4495, 2.4126], [2.1366, 3.0712, -0.3865], [-0.7433, -3.2877, 1.5243], [0.9107, 0.7833, -0.3000], [-2.0080, -1.0811, 1.2082], [0.7325, -2.8051, -0.4620], [1.0741, 0.7135, -2.0089], [1.4076, 3.2853, -2.0025]],
  "homo_energy_ha": -0.3959,
  "total_charge": 0,
  "lumo_ha": 0.0402,
  "smiles": "CCC.CCC",
  "orbital_gap_ha": 0.436
}


P comes first in stability; the runner-up is 22.3 kcal/mol higher.


## P
{
  "formula": "C6H16",
  "method": "wB97M-V/def2-TZVPD",
  "elements": ["C", "C", "C", "C", "C", "C", "H", "H", "H", "H", "H", "H", "H", "H", "H", "H", "H", "H", "H", "H", "H", "H"],
  "positions_angstrom": [[1.5529, 0.8242, 0.8120], [0.3716, 0.9862, 1.8027], [-1.3983, -0.8816, -0.9095], [-0.4126, -1.8956, -1.4985], [2.7298, 1.7250, 1.2020], [-2.8116, -0.7688, -1.4436], [-0.5561, 1.2947, 1.3239], [-0.7814, -2.3028, -2.4413], [-1.4987, -1.2734, 0.1172], [-3.4864, -0.1499, -0.8580], [-1.0021, 0.0834, -0.6773], [0.5739, -1.4710, -1.6385], [2.4414, 2.7644, 1.3003], [3.4871, 1.7034, 0.4187], [1.8719, -0.1753, 0.7758], [0.5942, 1.7583, 2.5373], [-0.4577, -2.8556, -0.9778], [-3.2445, -1.7704, -1.4894], [3.1095, 1.3605, 2.1544], [-2.8286, -0.3647, -2.4516], [0.1857, 0.0212, 2.2738], [1.1937, 1.0706, -0.1901]],
  "homo_energy_ha": -0.3971,
  "total_charge": 0,
  "lumo_ha": 0.0403,
  "smiles": "CCC.CCC",
  "orbital_gap_ha": 0.437
}


## Q
{
  "formula": "C6H16",
  "method": "wB97M-V/def2-TZVPD",
  "elements": ["C", "C", "C", "C", "C", "C", "H", "H", "H", "H", "H", "H", "H", "H", "H", "H", "H", "H", "H", "H", "H", "H"],
  "positions_angstrom": [[-0.1978, 1.5200, 0.8211], [0.6973, 0.3224, 2.7390], [0.9186, 1.6201, 1.8871], [-0.2515, -2.1407, -1.0425], [-0.6903, -1.4319, -2.3133], [-0.4354, 0.1017, -2.1349], [0.4209, 0.2921, -1.4683], [1.1605, 0.3273, 3.7219], [0.9479, 2.5174, 2.5375], [-0.3896, 0.3716, 2.9524], [-1.4025, 0.5635, -1.9927], [1.9310, 1.6573, 1.4892], [-0.6113, -3.1588, -0.8958], [-0.6575, -1.6340, -0.1695], [0.7891, -0.5862, 2.1432], [-0.0126, 0.4984, -3.0519], [0.8204, -2.0394, -0.8402], [-0.5013, 0.5246, 0.5018], [-1.0512, 2.0872, 1.1663], [-0.1828, -1.7472, -3.2103], [-1.7247, -1.7459, -2.5518], [0.1433, 2.1417, -0.0412]],
  "homo_energy_ha": -0.4042,
  "total_charge": 0,
  "lumo_ha": 0.0409,
  "smiles": "CCC.CCC",
  "orbital_gap_ha": 0.445
}


## R
{
  "formula": "C6H16",
  "method": "wB97M-V/def2-TZVPD",
  "elements": ["C", "C", "C", "C", "C", "C", "H", "H", "H", "H", "H", "H", "H", "H", "H", "H", "H", "H", "H", "H", "H", "H"],
  "positions_angstrom": [[-0.4778, 1.7026, 1.8648], [-0.2760, -0.7075, 2.3051], [-0.9502, -1.0161, -2.6028], [0.6774, 0.6014, 1.8939], [1.0747, 0.3129, -1.7541], [0.1556, -0.9439, -1.5855], [0.1430, -1.5546, 1.8807], [0.5339, 1.2922, -2.0731], [-0.2699, -0.8843, 3.3874], [-1.2918, -0.5939, 1.9901], [1.5158, 0.0495, -2.7856], [1.4005, 1.0724, 2.5875], [-0.1796, -1.2021, -0.5834], [-1.7548, -0.1216, -2.2884], [1.1480, 0.4431, 0.9169], [-0.7570, -0.6896, -3.5172], [1.8801, 0.3371, -0.8909], [0.2169, 2.6792, 1.9613], [-1.2141, 1.4952, 2.6557], [-1.3168, -2.0615, -2.7351], [-1.2290, 1.5876, 1.0242], [0.9711, -1.7980, -1.6515]],
  "homo_energy_ha": -0.3826,
  "total_charge": 0,
  "lumo_ha": 0.0393,
  "smiles": "CCC.CCC",
  "orbital_gap_ha": 0.422
}


## S
{
  "formula": "C6H16",
  "method": "wB97M-V/def2-TZVPD",
  "elements": ["C", "C", "C", "C", "C", "C", "H", "H", "H", "H", "H", "H", "H", "H", "H", "H", "H", "H", "H", "H", "H", "H"],
  "positions_angstrom": [[-0.3537, -2.0258, 1.9111], [-0.1929, -3.0115, 0.7451], [-1.3521, 1.9947, -1.2663], [0.1884, 1.3970, -1.3153], [1.0693, 2.4311, -2.0774], [0.6756, -0.8503, 2.0401], [-1.3992, -1.6637, 2.0278], [1.6712, -1.1024, 1.8861], [-1.7507, 1.4033, -0.5703], [0.6498, -0.1963, 1.1385], [0.2330, -0.2252, 2.7512], [2.1054, 2.3514, -1.7458], [-0.7481, -2.6910, -0.1570], [0.1775, 0.3542, -1.5910], [-0.5898, -3.9484, 0.9953], [-1.7410, 2.0101, -2.2707], [0.8231, -3.2683, 0.6766], [1.0804, 2.2378, -3.0659], [0.4773, 3.3818, -2.0851], [-1.3486, 2.9246, -0.8005], [0.4352, 1.3903, -0.2253], [-0.2833, -2.5699, 2.8116]],
  "homo_energy_ha": -0.3950,
  "total_charge": 0,
  "lumo_ha": 0.0395,
  "smiles": "CCC.CCC",
  "orbital_gap_ha": 0.434
}


P comes first in stability; the runner-up is 8.5 kcal/mol higher.